Entry 1:
Here is a cluster of 11 separate species, C27H54Cl20IO in total in a non-equilibrium geometry from OMol25. Energies are from ωB97M-V with the def2-TZVPD basis set.

ORCA input file:
```
! wB97M-V def2-TZVPD RIJCOSX def2/J DEFGRID3
* xyz -1 1
C 7.1807 0.2191 0.2485
C 7.3366 1.6016 1.0071
O 7.0062 2.6578 0.1266
C 5.7185 3.2330 0.3970
C 4.5709 2.2352 0.6258
C 3.2803 3.0898 0.5339
C 1.9952 2.2654 0.7429
C 1.8387 1.1825 -0.3766
I 2.0911 1.1851 2.6504
H 7.3400 0.4157 -0.8256
H 6.1304 -0.0913 0.3622
H 7.8739 -0.5672 0.5491
H 6.8211 1.6439 1.9644
H 8.4256 1.6914 1.2329
H 5.4692 3.8380 -0.5184
H 5.7430 3.9730 1.2325
H 4.5338 1.4666 -0.1769
H 3.2713 3.6487 -0.4356
H 3.3117 3.8421 1.3520
H 1.1042 2.9057 0.8223
H 0.7903 1.0594 -0.6834
H 2.2612 0.2501 0.0256
H 2.4745 1.4993 -1.2205
Cl -0.4655 1.1223 -3.8045
C -2.2338 1.1549 -3.5517
C -2.6481 2.2512 -2.6053
Cl -2.1052 1.9345 -0.9371
H -2.5379 0.1753 -3.1854
H -2.6889 1.3121 -4.5331
H -3.7317 2.3219 -2.5776
H -2.2508 3.2173 -2.9129
Cl -1.3927 4.1504 1.6416
C -2.6516 3.6452 2.7936
C -2.1713 2.5616 3.7258
Cl -1.8961 1.0202 2.8918
H -3.5206 3.3232 2.2219
H -2.9285 4.5293 3.3681
H -2.9249 2.3766 4.4927
H -1.2457 2.8393 4.2192
Cl -3.8123 -3.2950 7.0977
C -3.1997 -2.9803 5.4495
C -1.9852 -2.0882 5.4498
Cl -2.3640 -0.4220 5.9391
H -4.0106 -2.5487 4.8667
H -2.9437 -3.9474 5.0178
H -1.5711 -2.0294 4.4461
H -1.2121 -2.4661 6.1145
Cl 5.8534 -3.4825 3.3166
C 7.2211 -2.7311 4.1833
C 7.1199 -1.2254 4.2223
Cl 7.3447 -0.4946 2.6112
H 8.1403 -3.0552 3.6997
H 7.2087 -3.1312 5.1972
H 7.9027 -0.8266 4.8692
H 6.1564 -0.8970 4.6100
Cl -4.3019 1.0072 -6.0895
C -6.0844 1.0412 -5.9601
C -6.5873 2.1176 -5.0321
Cl -6.1952 1.7812 -3.3287
H -6.4133 0.0554 -5.6402
H -6.4635 1.2203 -6.9662
H -7.6733 2.1763 -5.0980
H -6.1755 3.0914 -5.2893
Cl 0.6154 -6.4847 4.6223
C 1.8110 -5.5616 3.6686
C 1.8436 -4.1042 4.0501
Cl 0.3583 -3.2475 3.5725
H 1.5735 -5.6923 2.6151
H 2.7840 -6.0128 3.8590
H 2.6683 -3.6094 3.5424
H 1.9772 -3.9741 5.1220
Cl 1.1951 2.0915 7.3491
C 1.3833 3.6295 6.4692
C 0.3806 4.6655 6.9221
Cl -1.2824 4.2384 6.4415
H 1.2955 3.4210 5.4032
H 2.3940 3.9859 6.6641
H 0.6077 5.6255 6.4597
H 0.3976 4.7947 8.0024
Cl -5.7593 -1.9975 -3.8058
C -4.2331 -2.8220 -4.2269
C -3.4861 -3.2891 -3.0036
Cl -2.8417 -1.9299 -2.0478
H -3.6337 -2.1376 -4.8250
H -4.4962 -3.6781 -4.8469
H -2.6328 -3.9011 -3.3047
H -4.1211 -3.8880 -2.3521
Cl -3.9727 4.4499 -7.1408
C -2.9829 3.9691 -8.5390
C -3.6540 4.2943 -9.8499
Cl -5.0948 3.2836 -10.1384
H -2.7715 2.9050 -8.4509
H -2.0413 4.5115 -8.4617
H -2.9648 4.1050 -10.6721
H -3.9599 5.3373 -9.8934
Cl -0.2652 -8.4793 -4.1650
C -1.5380 -7.9687 -3.0286
C -2.7341 -7.3862 -3.7398
Cl -2.3644 -5.8172 -4.5034
H -1.1019 -7.2563 -2.3315
H -1.8385 -8.8543 -2.4698
H -3.5372 -7.2085 -3.0250
H -3.1063 -8.0569 -4.5111
*
```

For the frontier orbital gap, the calculation gives 2.98 eV. The value obtained for the molecular weight is 1230.69 g mol⁻¹. For the total energy, the calculation gives -289470.9484 eV. Its HOMO energy is -1.39 eV.

Entry 2:
Here is a cluster of 9 separate species, C27H54Cl6O18 in total in a non-equilibrium geometry from OMol25. Energies are from ωB97M-V with the def2-TZVPD basis set.

ORCA input file:
```
! wB97M-V def2-TZVPD RIJCOSX def2/J DEFGRID3
* xyz 0 1
C -33.4475 -22.0482 -22.9065
C -33.0216 -20.6170 -22.7535
O -34.1345 -19.7847 -22.4373
C -34.3940 -19.5141 -21.1674
O -33.9264 -20.0612 -20.2069
O -35.3540 -18.5930 -21.1400
C -35.8032 -18.2468 -19.8563
H -33.8146 -22.5207 -22.0005
H -32.6717 -22.7140 -23.2972
H -34.1363 -22.0777 -23.7608
H -32.5871 -20.2342 -23.6722
H -32.2828 -20.5934 -21.9475
H -36.0744 -19.1134 -19.2511
H -36.5906 -17.5004 -19.8780
H -35.0391 -17.7756 -19.2230
C -34.8355 -22.2085 -26.9486
C -35.7323 -23.3578 -27.2839
O -36.3529 -23.8537 -26.0889
C -35.6787 -24.6819 -25.3150
O -34.6071 -25.1727 -25.5752
O -36.3694 -24.8389 -24.1916
C -35.9305 -25.8445 -23.2619
H -33.8751 -22.5350 -26.5408
H -35.1863 -21.5962 -26.1080
H -34.7595 -21.4789 -27.7553
H -35.1629 -24.1072 -27.8315
H -36.5552 -22.9996 -27.8991
H -36.7082 -26.0112 -22.5302
H -35.0280 -25.5036 -22.7575
H -35.6897 -26.7191 -23.8617
C -36.3976 -23.1068 -20.4763
C -37.3061 -22.4321 -21.5030
O -38.1002 -21.4365 -20.9060
C -39.2218 -21.8385 -20.3293
O -39.5264 -22.9819 -20.0989
O -39.9700 -20.7696 -20.0660
C -41.0101 -20.9318 -19.1101
H -35.8941 -24.0036 -20.8573
H -36.8681 -23.4999 -19.5720
H -35.5627 -22.4700 -20.1699
H -37.8064 -23.2357 -22.0460
H -36.6273 -21.9632 -22.2143
H -40.8635 -21.8042 -18.4720
H -41.9470 -21.0843 -19.6444
H -41.0353 -20.0631 -18.4582
C -36.9308 -26.7575 -12.0448
C -37.7616 -25.5338 -12.4713
O -37.7490 -25.3099 -13.8787
C -36.5688 -25.1063 -14.4426
O -35.5320 -24.8309 -13.9086
O -36.7628 -25.1218 -15.7663
C -35.6527 -24.7978 -16.5944
H -37.3884 -27.1956 -11.1576
H -35.9284 -26.4232 -11.7764
H -36.8772 -27.5340 -12.8039
H -37.6157 -24.6047 -11.9231
H -38.7807 -25.8666 -12.2556
H -35.1527 -25.6851 -16.9756
H -34.9640 -24.0946 -16.1279
H -36.0571 -24.2177 -17.4270
C -31.4678 -29.0951 -17.2267
C -32.5282 -29.3185 -16.1539
O -33.7169 -29.8443 -16.7397
C -34.6865 -28.9420 -17.0096
O -34.5076 -27.7671 -17.1846
O -35.8266 -29.5957 -17.0143
C -37.0374 -28.8108 -16.9931
H -31.6791 -28.1976 -17.8068
H -31.3119 -29.9779 -17.8458
H -30.4693 -28.9789 -16.7897
H -32.7401 -28.4237 -15.5695
H -32.1827 -30.0382 -15.4086
H -36.9225 -27.7465 -17.1657
H -37.4821 -29.0311 -16.0261
H -37.6858 -29.1606 -17.7949
C -32.4689 -25.8071 -14.5621
C -31.7724 -25.4923 -15.8817
O -32.4071 -24.4477 -16.5510
C -31.8331 -23.2510 -16.6067
O -30.7484 -23.0082 -16.1594
O -32.6273 -22.4357 -17.2709
C -32.0802 -21.1616 -17.5514
H -31.8672 -26.4394 -13.9083
H -33.4383 -26.3001 -14.6759
H -32.7546 -24.8912 -14.0404
H -31.7613 -26.4283 -16.4441
H -30.7106 -25.3171 -15.6927
H -31.0083 -21.1934 -17.7534
H -32.2358 -20.4411 -16.7482
H -32.5181 -20.7686 -18.4679
C -33.6113 -25.7506 -19.5762
Cl -33.4803 -26.9885 -20.8392
Cl -32.7080 -24.3252 -20.1731
H -34.6180 -25.4034 -19.3765
H -33.1198 -26.0931 -18.6756
C -38.7211 -26.2306 -20.1099
Cl -37.0731 -26.9052 -19.8921
Cl -39.8018 -27.4626 -20.7494
H -39.1042 -25.8318 -19.1757
H -38.6637 -25.3784 -20.7816
C -32.3469 -30.2530 -20.8994
Cl -32.9273 -29.8088 -22.5381
Cl -31.2912 -31.6115 -20.8539
H -31.8233 -29.3760 -20.5278
H -33.1738 -30.3730 -20.2027
*
```

For the frontier orbital gap, the calculation gives 11.16 eV. The value obtained for the molecular weight is 879.43 g mol⁻¹. For the total energy, the calculation gives -140864.8139 eV. Its HOMO energy is -10.68 eV.

Entry 3:
Here is a cluster of 9 separate species, C27H54O27 in total in a non-equilibrium geometry from OMol25. Energies are from ωB97M-V with the def2-TZVPD basis set.

ORCA input file:
```
! wB97M-V def2-TZVPD RIJCOSX def2/J DEFGRID3
* xyz 0 1
C -5.7490 4.4883 2.1227
O -5.4968 3.8543 0.8851
C -4.2518 3.4919 0.5081
O -3.2007 3.6763 1.1511
O -4.3277 3.1382 -0.7649
C -3.1538 2.8579 -1.5213
H -5.1012 5.2634 2.5321
H -6.0563 3.7472 2.8606
H -6.6627 5.0363 1.8926
H -2.2630 3.1455 -0.9628
H -3.2291 3.3402 -2.4959
H -3.1066 1.7758 -1.6433
C 0.6953 -2.2473 -6.1126
O -0.1876 -2.2493 -7.1867
C -1.3966 -1.8063 -6.9745
O -1.8305 -1.4229 -5.9056
O -2.0617 -1.7845 -8.0809
C -3.1976 -0.9747 -8.2009
H 0.3222 -2.8801 -5.3072
H 0.6594 -1.2444 -5.6873
H 1.6080 -2.6378 -6.5626
H -3.7555 -1.3470 -9.0601
H -2.9131 0.0747 -8.2786
H -3.9301 -0.9638 -7.3938
C 2.5131 5.3631 1.1746
O 3.8692 5.8475 1.4501
C 4.9428 5.4088 0.8597
O 4.9950 4.4734 -0.0081
O 6.0695 6.0962 1.4345
C 7.2932 5.8928 0.7546
H 2.2871 4.3527 1.5153
H 2.2774 5.1869 0.1251
H 1.7217 5.9913 1.5836
H 7.9872 6.7244 0.8765
H 6.9971 5.7386 -0.2830
H 7.7451 4.9776 1.1371
C -1.8821 -3.2026 -1.5552
O -3.0809 -2.6533 -1.0142
C -3.7605 -3.3349 -0.0034
O -3.9182 -4.5183 0.0138
O -4.4397 -2.3771 0.7115
C -5.5752 -2.7688 1.5080
H -1.9486 -4.2630 -1.7987
H -1.1029 -3.0662 -0.8053
H -1.4408 -2.6537 -2.3872
H -5.8879 -3.8016 1.6616
H -6.4745 -2.3091 1.0979
H -5.4548 -2.2645 2.4668
C 2.5373 -2.5779 1.6528
O 2.2625 -1.4186 0.9168
C 3.3022 -0.6771 0.5464
O 4.4694 -0.7437 1.0240
O 2.8351 0.4230 -0.2260
C 3.6927 1.5021 -0.5602
H 2.9268 -2.3531 2.6457
H 3.2689 -3.2966 1.2836
H 1.6487 -3.1821 1.8354
H 4.6194 1.2549 -1.0782
H 3.7604 2.0272 0.3926
H 2.9999 2.1106 -1.1414
C 2.7749 -0.5626 -3.5748
O 3.4513 -1.3602 -2.6854
C 3.3394 -2.6307 -2.8397
O 2.7619 -3.2538 -3.7456
O 4.0745 -3.1436 -1.8133
C 4.3896 -4.5683 -1.7680
H 3.4688 -0.5195 -4.4143
H 2.6894 0.4976 -3.3363
H 1.8276 -0.8853 -4.0068
H 4.8322 -4.8465 -2.7245
H 3.4860 -5.1640 -1.6392
H 5.1092 -4.8161 -0.9877
C -1.3298 -0.1127 -3.2633
O -0.8941 -0.2381 -1.9212
C -0.3072 0.8644 -1.3370
O 0.0381 1.8269 -1.9821
O -0.1546 0.6952 -0.0180
C 0.1480 1.8388 0.7922
H -0.5725 -0.6194 -3.8615
H -1.4881 0.8925 -3.6539
H -2.2229 -0.7365 -3.3006
H 1.1743 2.1866 0.9091
H -0.1234 1.7227 1.8415
H -0.5098 2.6548 0.4929
C 1.0475 0.1880 4.5294
O 0.6484 0.5496 5.8188
C 0.0842 -0.3943 6.5851
O -0.3584 -1.4534 6.2125
O 0.1947 0.0014 7.8434
C -0.3501 -0.8632 8.8355
H 0.3448 0.5406 3.7744
H 1.3068 -0.8032 4.1575
H 2.0080 0.7031 4.5156
H -0.2951 -0.3960 9.8187
H 0.1069 -1.8504 8.9056
H -1.4101 -0.9361 8.5925
C -1.0305 -3.9889 2.7664
O -0.9368 -2.5528 2.7504
C -2.0099 -1.7849 2.7564
O -3.1082 -2.0178 3.2726
O -1.6978 -0.5653 2.2994
C -2.6098 0.4897 2.3935
H -0.8055 -4.3295 1.7558
H -1.9939 -4.3503 3.1261
H -0.2010 -4.4108 3.3339
H -3.0663 0.4488 3.3824
H -3.3109 0.4422 1.5602
H -1.9888 1.3707 2.2310
*
```

For the frontier orbital gap, the calculation gives 10.92 eV. The value obtained for the molecular weight is 810.70 g mol⁻¹. The relative energy (zero: lowest compared OMol25 entry of this formula, charge and spin) is 479.23 kJ/mol. For the total energy, the calculation gives -84152.4808 eV. Its HOMO energy is -10.40 eV.